19
Properties=species:S:1:pos:R:3:nbo_charge:R:1 method="wB97M-V/def2-TZVPD" e_tot_ha=-310.8426 relative_energy_ev=5.896 spin_multiplicity=1 total_charge=0 homo_energy_ha="-0.275 / -0.275" mol_weight_da=100.16 homo_lumo_gap_ev="8.1 / 8.1"
O 0.8373 -0.9176 -1.7986 -0.9147
C -2.3987 0.0398 -0.3194 -0.6028
C 1.6024 -0.7084 1.0550 -0.4536
C 1.2959 0.7374 0.7320 -0.2853
C 1.8834 -0.1361 -0.2621 0.1358
C -1.2628 0.3166 0.6606 -0.4104
C 0.0033 0.7792 -0.0359 -0.4797
H -0.0757 1.7401 -0.5550 0.2116
H -1.0536 -0.6061 1.2187 0.1917
H 0.2291 -0.1895 -1.2135 0.4505
H 0.7864 -1.4114 1.2035 0.2268
H -3.3001 -0.3100 0.1957 0.2049
H -2.0927 -0.7288 -1.0391 0.2068
H -1.5956 1.0402 1.4234 0.1928
H 2.4886 -0.9180 1.6529 0.2271
H 2.7682 -0.1648 -0.8777 0.2244
H 1.7859 1.5617 1.2516 0.2075
H -2.6593 0.9418 -0.8855 0.1978
H 1.0501 -0.5284 -2.6659 0.4687

***

19
Properties=species:S:1:pos:R:3:nbo_charge:R:1 method="wB97M-V/def2-TZVPD" e_tot_ha=-310.8323 relative_energy_ev=6.176 spin_multiplicity=1 total_charge=0 homo_energy_ha=-0.251 mol_weight_da=100.16 homo_lumo_gap_ev=7.7
O -0.3589 0.8306 -1.2079 -0.4679
C 0.2690 -1.1191 1.4335 -0.3781
C -0.1735 0.3455 -0.0168 0.6052
C 1.1327 -0.2086 0.4998 -0.2940
C -0.9620 -0.3559 0.9478 -0.6435
C -1.7127 1.1678 -1.5171 -0.2724
C 1.9619 -0.8968 -0.5732 -0.6028
H 2.7771 -1.4629 -0.1123 0.2215
H 2.3944 -0.1656 -1.2634 0.2225
H -0.7700 0.9268 1.2736 0.3292
H -0.3290 2.0579 0.8832 -0.4316
H -2.3671 0.3106 -1.3322 0.1871
H -1.9893 2.0149 -0.8788 0.2197
H 0.4988 -1.0475 2.5005 0.2061
H 1.7122 0.5476 1.0343 0.2476
H 0.3109 -2.1733 1.1321 0.2010
H -1.7311 1.4426 -2.5714 0.2065
H -2.0151 -0.6186 0.9240 0.2361
H 1.3516 -1.5961 -1.1559 0.2078

***

19
Properties=species:S:1:pos:R:3:nbo_charge:R:1 method="wB97M-V/def2-TZVPD" e_tot_ha=-311.0253 relative_energy_ev=0.924 spin_multiplicity=1 total_charge=0 homo_energy_ha=-0.356 mol_weight_da=100.16 homo_lumo_gap_ev=10.8
O 0.6012 -0.8737 -1.0847 -0.5348
C -1.1472 -0.4402 0.4233 -0.2343
C 0.1739 0.0634 1.0195 -0.4531
C 2.1887 0.7646 -0.3557 -0.6113
C -1.9106 0.7880 -0.2371 -0.6278
C 1.2941 -0.3901 0.0632 0.0925
C -0.6502 -1.3904 -0.6650 -0.0668
H 2.7748 1.1253 0.4971 0.2091
H 0.3768 -0.0548 2.0883 0.2224
H 2.8771 0.4790 -1.1564 0.2170
H -1.8136 -0.8941 1.1601 0.2128
H -0.5447 -2.4190 -0.2878 0.1652
H 1.5589 1.5856 -0.7118 0.2061
H -1.3885 1.1816 -1.1281 0.2133
H 1.9239 -1.2037 0.4704 0.1651
H -2.0581 1.6596 0.4289 0.2075
H -2.9013 0.4529 -0.5486 0.2093
H -1.3088 -1.3898 -1.5354 0.1894
H -0.1248 1.0785 0.7916 0.2184

***

19
Properties=species:S:1:pos:R:3:nbo_charge:R:1 method="wB97M-V/def2-TZVPD" e_tot_ha=-311.0496 relative_energy_ev=0.263 spin_multiplicity=1 total_charge=0 homo_energy_ha=-0.373 mol_weight_da=100.16 homo_lumo_gap_ev=11.1
O 1.1775 -0.0618 1.4627 -0.7307
C 1.7993 -0.8474 -0.6959 -0.6327
C 0.1048 1.2462 -0.2041 -0.4235
C -0.5637 -1.0957 0.1530 -0.4240
C -1.3284 1.1622 0.3498 -0.4011
C -1.7810 -0.2091 -0.1453 -0.3994
C 0.6815 -0.1689 0.1186 0.2478
H -2.7038 -0.5755 0.3152 0.2124
H -1.9549 -0.1562 -1.2287 0.1921
H -1.2904 1.1588 1.4467 0.2076
H -0.6208 -1.5325 1.1543 0.2256
H 1.9060 0.5739 1.4081 0.4592
H -1.9816 1.9837 0.0357 0.2091
H 1.4589 -1.3112 -1.6289 0.2104
H 2.6637 -0.2100 -0.9154 0.2040
H 0.6861 2.0206 0.3133 0.2062
H 2.1504 -1.6579 -0.0442 0.2255
H -0.4708 -1.9161 -0.5660 0.2076
H 0.0836 1.5066 -1.2691 0.2041

***

19
Properties=species:S:1:pos:R:3:nbo_charge:R:1 method="wB97M-V/def2-TZVPD" e_tot_ha=-310.8309 relative_energy_ev=6.215 spin_multiplicity=1 total_charge=0 homo_energy_ha=-0.261 mol_weight_da=100.16 homo_lumo_gap_ev=8.0
O -1.6716 -0.2086 0.6541 -0.5261
C -1.4072 0.4691 -1.6949 -0.6294
C -0.6315 -1.1865 0.8034 -0.0868
C 0.3281 -0.3252 0.0045 0.0318
C 1.3892 -0.7240 -0.8500 -0.7679
C -0.8824 0.5659 -0.2774 0.0769
C 1.0932 0.7947 1.6356 -0.8851
H -0.3843 -1.3923 1.8474 0.1985
H 1.5116 0.0362 0.3835 0.4500
H 1.5357 1.7498 1.3261 0.2075
H -1.4539 -0.5730 -2.0242 0.2190
H 1.6630 -0.1000 -1.6941 0.2244
H -0.7547 1.0202 -2.3812 0.2175
H -2.4123 0.8993 -1.7422 0.2259
H 1.7774 0.2391 2.2899 0.2093
H -0.8640 -2.1220 0.2763 0.1896
H -0.7940 1.6068 0.0470 0.1958
H 1.8142 -1.7165 -0.7493 0.2253
H 0.1437 0.9670 2.1451 0.2239

***

19
Properties=species:S:1:pos:R:3:nbo_charge:R:1 method="wB97M-V/def2-TZVPD" e_tot_ha=-311.0472 relative_energy_ev=0.329 spin_multiplicity=1 total_charge=0 homo_energy_ha=-0.355 mol_weight_da=100.16 homo_lumo_gap_ev=10.8
O 0.6025 -0.7266 -1.1688 -0.5288
C -1.0950 -0.2954 0.4510 -0.2483
C 1.2696 -0.3084 0.0137 0.0970
C -0.6740 -1.1803 -0.7544 -0.0678
C 2.5277 0.4450 -0.3580 -0.6164
C 0.1977 0.4882 0.7576 -0.4196
C -2.2999 0.5935 0.1538 -0.6005
H -3.2130 -0.0004 0.0274 0.2081
H 3.2179 -0.2059 -0.9037 0.2188
H 2.2710 1.2963 -0.9958 0.2120
H -2.4751 1.3025 0.9705 0.2087
H 0.1379 1.5052 0.3466 0.2019
H -2.1433 1.1704 -0.7663 0.2055
H -1.3591 -1.0973 -1.6070 0.1874
H 3.0371 0.8141 0.5394 0.2107
H -0.6142 -2.2413 -0.4624 0.1638
H 0.4078 0.5667 1.8288 0.2133
H 1.5428 -1.1942 0.6176 0.1535
H -1.3385 -0.9321 1.3099 0.2006

***

19
Properties=species:S:1:pos:R:3:nbo_charge:R:1 method="wB97M-V/def2-TZVPD" e_tot_ha=-310.9618 relative_energy_ev=2.653 spin_multiplicity=1 total_charge=0 homo_energy_ha=-0.304 mol_weight_da=100.16 homo_lumo_gap_ev=8.9
O 3.2787 -0.4992 0.3657 -0.9354
C -0.7559 -0.0663 -0.7299 -0.2566
C 0.0730 2.2162 -0.4728 -0.6426
C 0.0584 0.6354 1.5318 -0.6739
C -1.7410 -2.4130 -0.9582 -0.3920
C -1.1925 -1.3266 -0.2342 -0.2188
C -0.3589 0.9070 0.1605 0.0550
H -0.3750 -0.3156 1.9318 0.2218
H -0.3284 2.2631 -1.4911 0.2176
H -2.2958 -2.4193 -1.9750 0.1903
H -0.9929 -1.6324 0.7295 0.1951
H -0.5414 -0.0274 -1.7756 0.2170
H 2.3631 -0.1857 0.1811 0.4690
H 1.1148 0.6281 1.7179 0.2307
H 1.1041 2.4380 -0.4379 0.2175
H -1.9306 -3.4199 -0.5807 0.1946
H 3.4101 -1.1743 -0.2770 0.4675
H -0.5190 3.1052 -0.0173 0.2160
H -0.3709 1.2866 2.3314 0.2272

***

19
Properties=species:S:1:pos:R:3:nbo_charge:R:1 method="wB97M-V/def2-TZVPD" e_tot_ha=-310.8721 relative_energy_ev=5.093 spin_multiplicity=1 total_charge=0 homo_energy_ha=-0.333 mol_weight_da=100.16 homo_lumo_gap_ev=8.7
O 2.0980 -1.1450 0.3333 -0.5430
C 0.0061 -2.3291 -0.2906 -0.6139
C 0.8126 -1.6183 0.7802 -0.1025
C -1.1929 2.3718 -0.2030 -0.6116
C 1.7064 0.1382 0.8356 -0.2759
C 0.3474 -0.2924 1.3147 0.1450
C -1.1610 1.0691 -1.0034 -0.6104
H 2.3791 0.5119 1.6195 0.2318
H -0.2966 1.0299 -1.6803 0.1971
H -1.0812 0.2294 -0.3036 0.2097
H -0.0836 -1.6964 -1.1781 0.2212
H -2.1813 2.5332 0.2344 0.2078
H -0.9946 -2.5627 0.0827 0.2264
H -2.0774 0.9011 -1.5823 0.2101
H 0.5034 -3.2585 -0.5789 0.2253
H 1.6594 0.8934 0.0340 0.2368
H -0.4822 2.3495 0.6322 0.2096
H -0.9642 3.2482 -0.8171 0.2013
H 0.9271 -2.2670 1.6678 0.2351